[1]
# C5H8N4O4S

A molecular structure, C5H8N4O4S at a distorted geometry (ωB97M-V/def2-TZVPD, the Open Molecules 2025 dataset).

The value obtained for the LUMO energy is -0.554 eV. The energy above the lowest of the compared OMol25 structures with the same formula, charge and spin is 360.5 kJ/mol. For the electronic energy, the calculation gives -30293.3627 eV.

Geometry (Å):
H1 -3.278 -1.795 0.379
H2 2.218 0.348 -0.410
C1 2.054 1.186 0.282
N1 -1.297 -2.449 0.844
H3 -1.210 -0.598 -1.996
C2 0.032 -2.087 0.985
H4 2.768 2.112 0.296
O1 -3.283 0.779 -1.079
H5 -1.693 0.359 1.601
N2 0.602 -1.126 0.450
H6 2.409 0.766 1.289
H7 -0.748 0.929 -2.277
C3 -2.187 -1.597 0.628
N3 -0.669 0.157 -1.649
O2 -0.107 1.714 1.764
N4 -3.081 0.633 0.142
O3 -3.849 1.027 0.947
O4 0.072 2.794 -0.395
C4 -0.652 0.154 -0.292
S1 0.316 1.615 0.408
C5 -1.881 -0.032 0.564
H8 0.690 -2.952 1.171

Results of the natural (NBO) charge analysis, in e, for atoms 1 through 8: 0.21 0.28 -0.91 -0.43 0.38 0.18 0.27 -0.41

***

[2]
# C3H3FN2

A single C3H3FN2 molecule (ωB97M-V/def2-TZVPD, the Open Molecules 2025 dataset).

The value obtained for the LUMO energy is -0.200 eV. The energy above the lowest of the compared OMol25 structures with the same formula, charge and spin is 188.5 kJ/mol. As for the SMILES: FC1C=NN=C1. For the electronic energy, the calculation gives -8855.1244 eV.

Geometry (Å):
H1 -0.070 -2.195 -0.033
H2 -0.002 2.199 -0.048
N1 -1.442 0.734 -0.338
H3 0.954 0.017 1.273
N2 -1.455 -0.728 -0.333
C1 -0.251 1.125 -0.094
F1 1.853 -0.016 -0.529
C2 0.685 -0.011 0.200
C3 -0.272 -1.125 -0.097

Results of the natural (NBO) charge analysis, in e, for atoms 1 through 8: 0.21 0.22 -0.23 0.21 -0.22 0.04 -0.33 0.08

***

[3]
# C6H9O3P

A single C6H9O3P molecule at a distorted geometry (ωB97M-V/def2-TZVPD, the Open Molecules 2025 dataset).

The value obtained for the LUMO energy is 0.019 eV. The energy above the lowest of the compared OMol25 structures with the same formula, charge and spin is 298.8 kJ/mol. As for the SMILES: CC(=O)/C(C=O)=C(/C)OP. For the electronic energy, the calculation gives -21796.7284 eV.

Geometry (Å):
O1 1.415 -1.462 -0.015
O2 -2.733 0.746 0.449
P1 2.857 0.424 0.668
C1 -0.497 -0.064 0.208
H1 -0.085 3.299 0.103
C2 0.178 -1.356 0.034
O3 1.561 1.274 -0.217
C3 -0.700 -2.526 -0.249
H2 -1.690 -2.085 -0.714
H3 -0.555 2.311 -1.391
C4 -0.498 2.379 -0.235
C5 0.214 1.073 -0.072
H4 3.696 1.514 0.342
C6 -1.866 -0.080 0.503
H5 3.541 -0.352 -0.239
H6 -2.280 -1.083 1.005
H7 -0.186 -3.268 -0.963
H8 -0.849 -2.949 0.737
H9 -1.523 2.206 0.046

Results of the natural (NBO) charge analysis, in e, for atoms 1 through 8: -0.60 -0.55 0.69 -0.48 0.24 0.60 -0.72 -0.71

***

[4]
# C10H17NO4

2 unconnected molecules or ions with the total composition C10H17NO4 at a distorted geometry (ωB97M-V/def2-TZVPD, the Open Molecules 2025 dataset).

The value obtained for the LUMO energy (alpha / beta) is -1.782 / -3.061 eV. The energy above the lowest of the compared OMol25 structures with the same formula, charge and spin is 692.2 kJ/mol. For the electronic energy, the calculation gives -20317.5296 eV.

Geometry (Å):
O1 1.994 2.068 4.843
O2 -0.307 -0.400 1.060
H1 4.402 -0.106 6.203
O3 1.468 0.573 1.924
H2 -2.359 1.023 7.559
C1 0.045 -1.242 4.927
H3 -3.862 0.404 6.842
H4 -2.671 -0.739 7.555
H5 -0.400 1.880 5.965
C2 -0.573 -0.283 5.947
H6 -0.505 -2.191 4.943
H7 3.755 -1.735 6.079
C3 -2.809 -1.033 4.794
C4 -2.799 0.195 6.997
C5 3.497 -0.712 6.373
C6 1.706 1.081 5.764
H8 1.841 1.602 3.979
C7 -2.115 0.127 5.556
H9 0.311 1.011 7.336
H10 2.004 -2.088 4.291
H11 -2.666 -2.008 5.263
H12 2.161 1.524 6.654
C8 2.255 -0.412 5.609
H13 3.368 -0.724 7.473
H14 -0.084 -0.822 3.908
O4 -2.319 1.217 4.906
N1 0.446 -0.135 2.008
H15 -2.418 -1.054 3.774
C9 1.516 -1.401 5.005
C10 0.211 1.003 6.239
H16 -0.662 -0.848 6.896
H17 -3.873 -0.780 4.751

Results of the natural (NBO) charge analysis, in e, for atoms 1 through 8: -0.69 -0.24 0.22 -0.27 0.22 -0.45 0.22 0.22

***

[5]
# H23O12

12 unconnected molecules or ions with the total composition H23O12 at a distorted geometry (ωB97M-V/def2-TZVPD, the Open Molecules 2025 dataset).

The value obtained for the LUMO energy is 3.043 eV. The energy above the lowest of the compared OMol25 structures with the same formula, charge and spin is 210.4 kJ/mol. For the electronic energy, the calculation gives -24945.8275 eV. The net charge is -1.

Geometry (Å):
H1 0.160 1.574 -1.163
O1 1.194 0.304 3.132
H2 1.575 0.493 2.275
O2 1.695 2.296 1.129
O3 -1.671 0.831 -2.551
H3 -2.619 -0.273 1.880
H4 -2.528 2.281 -0.288
H5 1.021 -0.889 -1.642
O4 0.458 2.414 -1.458
H6 -2.100 0.842 2.836
H7 -1.051 1.393 -3.031
H8 2.556 -1.239 0.337
H9 -2.434 0.741 -0.086
H10 -1.094 0.499 -1.854
H11 0.486 0.927 3.272
O5 2.416 -0.289 0.347
H12 2.604 2.017 1.026
H13 -1.917 -2.293 -0.768
H14 1.504 -0.064 0.081
O6 -1.015 -2.337 -1.050
H15 -0.849 -1.428 -0.897
O7 1.436 -3.009 -0.479
H16 0.146 -0.843 2.332
H17 -0.286 -0.899 0.951
O8 -2.713 0.062 2.777
H18 1.705 -3.200 -1.379
H19 0.667 -1.139 -3.042
O9 1.466 -0.928 -2.528
O10 -0.157 0.062 -0.461
H20 -0.397 0.632 0.266
H21 0.491 -2.754 -0.469
H22 1.245 1.881 0.402
O11 -2.856 1.527 0.257
H23 1.254 2.164 -1.935
O12 -0.392 -1.355 1.780

Results of the natural (NBO) charge analysis, in e, for atoms 1 through 8: 0.48 -0.96 0.51 -0.96 -0.99 0.48 0.48 0.50

***

[6]
# C3H5NO

A single C3H5NO molecule at a distorted geometry (ωB97M-V/def2-TZVPD, the Open Molecules 2025 dataset).

The value obtained for the LUMO energy is 0.613 eV. The energy above the lowest of the compared OMol25 structures with the same formula, charge and spin is 124.2 kJ/mol. As for the SMILES: C=NC(C)=O. For the electronic energy, the calculation gives -6728.2851 eV.

Geometry (Å):
H1 1.904 1.912 0.084
H2 -1.128 -2.062 0.473
C1 -0.423 -1.260 0.183
H3 1.102 1.189 -1.514
H4 -0.168 -1.552 -0.870
N1 0.144 1.050 0.393
C2 1.032 1.379 -0.394
O1 -2.109 0.475 0.491
C3 -0.950 0.154 0.306
H5 0.596 -1.284 0.847

Results of the natural (NBO) charge analysis, in e, for atoms 1 through 8: 0.17 0.24 -0.73 0.16 0.24 -0.44 0.00 -0.54

***

[7]
# C7H12O

A single C7H12O molecule at a distorted geometry (ωB97M-V/def2-TZVPD, the Open Molecules 2025 dataset).

The value obtained for the LUMO energy is 0.830 eV. The energy above the lowest of the compared OMol25 structures with the same formula, charge and spin is 239.1 kJ/mol. As for the SMILES: C=CC(=C)C(C)(C)O. For the electronic energy, the calculation gives -9498.3404 eV.

Geometry (Å):
H1 2.073 -0.827 -0.679
C1 -0.537 -0.238 2.726
C2 0.000 0.609 0.411
C3 -0.865 -0.111 1.413
C4 -1.054 0.192 -1.819
H2 1.731 0.324 -1.975
H3 1.630 1.894 0.024
C5 0.867 1.565 0.713
H4 -2.015 0.324 -1.328
H5 0.470 -0.077 3.082
H6 -1.298 -0.303 3.487
C6 1.348 -0.549 -1.441
H7 0.019 -2.062 0.418
H8 1.240 -1.368 -2.152
H9 0.881 1.974 1.713
C7 0.005 -0.231 -0.825
H10 -1.157 -0.558 -2.602
O1 -0.653 -1.548 -0.053
H11 -1.917 -0.157 1.154
H12 -0.769 1.146 -2.267

Results of the natural (NBO) charge analysis, in e, for atoms 1 through 8: 0.22 -0.50 -0.07 -0.13 -0.63 0.23 0.20 -0.39

***

[8]
# C31H47BrCdN2P2

A molecular structure, C31H47BrCdN2P2 at a distorted geometry (ωB97M-V/def2-TZVPD, the Open Molecules 2025 dataset).

The value obtained for the LUMO energy is -7.028 eV. The energy above the lowest of the compared OMol25 structures with the same formula, charge and spin is 40.3 kJ/mol. For the electronic energy, the calculation gives -129060.6471 eV. The net charge is +2.

Geometry (Å):
C1 -0.693 -0.416 6.068
H1 -0.489 -0.857 2.070
C2 -2.288 -3.033 -0.083
H2 -2.324 -2.003 -2.952
C3 -2.192 1.500 0.573
H3 0.094 -4.727 -0.074
H4 -1.468 3.118 -5.032
Br1 0.268 5.505 -4.646
H5 -2.327 1.361 -3.475
H6 4.999 0.635 -0.667
H7 2.231 -3.607 -0.885
H8 3.035 -1.293 -2.100
H9 -5.843 -1.321 1.200
C4 1.634 0.178 5.893
P1 -0.581 -2.463 -0.433
C5 -2.596 -3.200 1.409
H10 -1.042 -0.760 -2.968
H11 3.086 0.014 -4.117
Cd1 -0.134 0.047 -0.485
H12 3.165 -1.068 -0.346
C6 -2.071 1.299 -0.817
C7 -5.045 -0.710 1.636
C8 4.719 -0.051 -1.480
C9 -1.252 -1.832 -3.126
H13 -1.526 2.194 1.104
H14 -2.673 0.527 -1.308
H15 -1.706 -0.912 4.217
C10 2.652 2.303 -0.543
H16 2.789 3.626 -2.290
C11 -1.771 2.222 -3.099
H17 0.758 0.451 -3.326
H18 2.327 -2.711 0.668
H19 3.759 4.115 -0.889
H20 0.563 0.018 7.778
C12 0.505 -0.048 6.683
C13 -0.475 4.209 -3.451
C14 -0.241 4.348 -2.080
C15 -3.092 0.844 2.775
N1 -4.960 -0.641 2.964
P2 2.030 0.775 -1.330
H21 -4.226 -0.198 -0.293
C16 -1.264 3.177 -3.969
H22 -2.418 -3.993 -0.611
C17 0.434 -3.770 0.358
H23 -0.538 3.442 -0.145
H24 -1.031 -2.055 -4.179
C18 -3.154 0.782 1.365
H25 -1.584 -0.589 6.677
H26 5.402 -0.912 -1.444
C19 -0.388 -2.741 -2.244
N2 0.358 -0.545 2.534
C20 1.946 -3.622 0.178
H27 -0.634 -3.800 -2.410
H28 1.094 2.159 -3.093
H29 3.281 2.009 0.316
C21 -1.555 2.343 -1.714
H30 -2.321 1.443 3.263
H31 0.336 5.182 -1.693
H32 2.436 -4.485 0.651
H33 2.572 0.428 6.375
H34 4.874 0.452 -2.448
H35 -3.991 0.169 4.620
H36 4.315 2.768 -1.897
H37 -2.421 -2.265 1.966
C22 -0.768 3.394 -1.209
C23 -4.149 -0.049 0.786
C24 -0.764 -0.583 4.679
H38 1.211 -0.625 1.990
H39 -3.660 -3.452 1.522
C25 -4.017 0.122 3.527
C26 2.691 1.038 -4.088
C27 3.419 3.246 -1.472
C28 1.578 0.108 4.502
H40 3.512 1.742 -3.894
H41 2.445 0.378 3.892
H42 -2.001 -4.005 1.866
H43 0.685 -2.605 -2.461
C29 1.564 1.162 -3.067
H44 -2.971 -2.303 -0.548
H45 1.764 2.816 -0.130
C30 0.381 -0.330 3.878
H46 0.163 -3.779 1.427
C31 3.284 -0.553 -1.317
H47 2.285 1.269 -5.084

Results of the Mulliken charge analysis, in e, for atoms 1 through 8: -0.72 -0.68 -0.34 0.31 0.76 0.51 0.49 -0.07